{
  "formula": "C20H18BrN4ORuS4",
  "method": "ωB97M-V/def2-TZVPD",
  "elements": ["Ru", "C", "C", "N", "N", "C", "O", "C", "C", "C", "C", "C", "C", "C", "C", "C", "C", "C", "N", "H", "H", "H", "H", "H", "H", "H", "H", "H", "H", "H", "H", "C", "C", "C", "C", "C", "Br", "N", "C", "H", "H", "H", "H", "H", "H", "S", "S", "S", "S"],
  "positions_angstrom": [[0.52461, -0.16688, 0.32174], [-1.37023, 3.26800, -1.42780], [-0.55239, 2.29466, -0.64429], [-0.57905, 1.01635, -0.84670], [-1.35067, 0.44662, -1.79756], [-1.29590, -0.88193, -1.69013], [-0.63346, -1.51862, -0.81044], [-2.06118, -1.66953, -2.68758], [-2.06136, -3.05790, -2.59472], [-2.75963, -3.81634, -3.52077], [-3.46043, -3.19304, -4.54379], [-3.46202, -1.80741, -4.63908], [-2.76629, -1.04571, -3.71455], [0.33550, 2.69894, 0.43687], [0.45918, 4.01586, 0.86675], [1.31981, 4.31762, 1.90460], [2.05018, 3.29883, 2.49564], [1.88837, 2.00940, 2.02340], [1.06322, 1.70989, 1.01911], [-1.91204, 2.74007, -2.20613], [-0.73687, 4.03290, -1.88297], [-2.09074, 3.77036, -0.77830], [-1.51130, -3.52539, -1.78951], [-2.75879, -4.89587, -3.44302], [-4.00720, -3.78590, -5.26598], [-4.00916, -1.31932, -5.43534], [-2.76049, 0.03322, -3.77503], [-0.12866, 4.78840, 0.39165], [1.41773, 5.33742, 2.25277], [2.72947, 3.48792, 3.31381], [2.43244, 1.17916, 2.45072], [3.68292, 2.51172, -3.26150], [3.29294, 1.12023, -2.84616], [3.75389, -0.01507, -3.49793], [3.34172, -1.25894, -3.06484], [2.47294, -1.34383, -1.98699], [1.94673, -3.07038, -1.45289], [2.01445, -0.27251, -1.34101], [2.43389, 0.92400, -1.78068], [4.45774, 2.48640, -4.02579], [4.06000, 3.08225, -2.41220], [2.82536, 3.04975, -3.66841], [4.43144, 0.07114, -4.33850], [3.67746, -2.16609, -3.54378], [2.05381, 1.77853, -1.23927], [-1.21318, -0.12134, 1.87838], [-0.22496, -0.06722, 3.66432], [1.14640, -1.64549, 3.48709], [1.89130, -1.43233, 1.62542]],
  "nbo_charge": [0.40, -0.67, 0.19, -0.15, -0.46, 0.58, -0.64, -0.06, -0.18, -0.22, -0.20, -0.23, -0.18, 0.17, -0.24, -0.15, -0.25, 0.09, -0.38, 0.26, 0.22, 0.23, 0.24, 0.21, 0.21, 0.21, 0.23, 0.23, 0.22, 0.23, 0.23, -0.63, -0.05, -0.14, -0.26, 0.16, 0.13, -0.45, 0.07, 0.22, 0.23, 0.23, 0.22, 0.24, 0.20, -0.23, -0.05, 0.00, -0.07],
  "total_charge": 0,
  "spin_multiplicity": 2,
  "e_lumo_ev": [-0.575, -0.952]
}


{
  "formula": "CH5ClN2",
  "method": "ωB97M-V/def2-TZVPD",
  "elements": ["C", "N", "N", "Cl", "H", "H", "H", "H", "H"],
  "positions_angstrom": [[0.02835, 0.98921, -0.66646], [-1.03404, 0.26189, -0.17396], [-0.18621, -1.62318, 1.01101], [1.42109, -1.48109, 0.91919], [-0.02391, 2.03232, -0.16548], [1.00550, 0.57246, -0.33669], [0.16779, 1.05512, -1.71864], [-0.98376, 0.52466, 0.80344], [-0.39481, -2.33140, 0.32758]],
  "nbo_charge": [-0.49, -0.40, -0.54, 0.19, 0.20, 0.21, 0.19, 0.32, 0.33],
  "total_charge": 0,
  "e_lumo_ev": [-0.065, -0.661]
}


{
  "formula": "C12H19Cl3O2Ru",
  "method": "ωB97M-V/def2-TZVPD",
  "elements": ["C", "C", "C", "C", "C", "C", "C", "C", "C", "C", "Ru", "Cl", "Cl", "Cl", "H", "H", "H", "H", "H", "H", "H", "H", "H", "H", "H", "H", "H", "H", "H", "O", "H", "C", "C", "O", "H", "H", "H"],
  "positions_angstrom": [[0.51770, -1.01628, 1.37507], [1.74602, -0.29353, 1.09183], [1.84942, -0.14092, -0.30718], [2.76147, 0.13991, 2.07339], [0.71605, -0.69456, -0.92853], [-0.14375, -1.24478, 0.07498], [-1.16664, -2.28528, -0.19015], [0.14949, -1.81118, 2.56618], [3.02247, 0.42167, -1.01901], [0.50827, -0.84702, -2.38704], [-0.77718, 0.62867, 1.14489], [-0.04311, 2.39516, 0.10856], [-0.23510, 1.43051, 3.22534], [-1.73413, 2.63910, -3.41330], [2.66146, -0.40946, 3.01676], [2.70901, 1.21627, 2.30032], [3.75885, -0.05079, 1.66013], [3.39085, 1.33849, -0.54994], [2.78711, 0.64298, -2.06167], [3.84003, -0.30763, -1.01057], [1.01204, -0.03801, -2.93515], [-0.55798, -0.80091, -2.64365], [0.91269, -1.80238, -2.76430], [-1.73315, -2.03752, -1.09701], [-1.86373, -2.39372, 0.64517], [-0.66005, -3.24985, -0.35223], [0.67768, -1.44441, 3.45286], [0.41781, -2.86409, 2.39158], [-0.93572, -1.74740, 2.74265], [-2.74309, 0.19511, 1.20199], [-3.07468, 0.09419, 0.28438], [-3.05511, 2.79533, -1.07425], [-2.53147, 1.82242, -2.08158], [-2.58834, 0.60537, -2.02991], [-2.49405, 3.73099, -1.13507], [-2.98675, 2.36249, -0.06335], [-4.11438, 3.02102, -1.31219]],
  "nbo_charge": [-0.16, -0.13, -0.01, -0.62, -0.13, -0.17, -0.62, -0.63, -0.64, -0.63, 0.96, -0.67, -0.71, -0.10, 0.20, 0.21, 0.17, 0.20, 0.19, 0.17, 0.19, 0.21, 0.16, 0.20, 0.22, 0.17, 0.21, 0.16, 0.22, -1.15, 0.44, -0.74, 0.58, -0.52, 0.25, 0.30, 0.21],
  "total_charge": -2,
  "spin_multiplicity": 5,
  "e_lumo_ev": [4.845, 4.839]
}


{
  "formula": "C4H7NO4",
  "method": "ωB97M-V/def2-TZVPD",
  "elements": ["O", "C", "C", "C", "O", "O", "C", "N", "O", "H", "H", "H", "H", "H", "H", "H"],
  "positions_angstrom": [[0.88961, -0.41944, 1.89597], [1.00236, -0.98744, 0.57877], [0.11103, -0.15568, -0.31553], [0.50437, 1.30440, -0.57691], [0.53554, 2.04182, 0.63001], [-1.18195, -0.13184, 0.30644], [-2.00956, -0.89550, -0.49464], [-1.44546, -1.36212, -1.52951], [-0.10994, -0.82159, -1.53373], [1.13933, 0.53603, 1.73145], [2.02077, -1.05696, 0.12120], [0.66958, -2.00504, 0.61412], [-0.28561, 1.65923, -1.28373], [1.49521, 1.41236, -1.06393], [-0.30166, 1.81474, 1.09220], [-3.03364, -0.93297, -0.17218]],
  "nbo_charge": [-0.71, -0.11, 0.44, -0.10, -0.71, -0.51, 0.31, -0.15, -0.39, 0.48, 0.18, 0.20, 0.18, 0.20, 0.49, 0.22],
  "total_charge": 0,
  "e_lumo_ev": 0.693
}


{
  "formula": "C10H28MgO6S4",
  "method": "ωB97M-V/def2-TZVPD",
  "elements": ["Mg", "O", "C", "C", "O", "H", "H", "H", "H", "C", "S", "O", "C", "H", "H", "H", "H", "H", "H", "C", "S", "O", "C", "H", "H", "H", "H", "H", "H", "C", "S", "O", "C", "H", "H", "H", "H", "H", "H", "C", "S", "O", "C", "H", "H", "H", "H", "H", "H"],
  "positions_angstrom": [[15.47806, 11.54211, -18.72033], [15.13258, 10.24429, -20.23692], [15.19780, 8.96577, -19.67936], [15.76625, 8.85373, -18.24724], [15.70754, 9.99502, -17.46102], [15.70428, 8.26127, -20.36323], [14.15642, 8.58134, -19.64087], [16.81966, 8.47834, -18.28368], [15.25287, 7.98185, -17.77920], [19.81781, 10.87910, -19.41643], [18.45781, 11.73898, -20.17840], [17.39327, 11.75726, -19.15605], [19.23230, 13.37868, -20.15222], [19.74645, 10.98522, -18.33559], [20.77949, 11.20052, -19.81703], [19.73270, 9.81826, -19.65652], [19.68917, 13.49405, -19.17217], [18.49375, 14.12916, -20.41459], [20.01495, 13.33130, -20.91217], [12.34645, 9.77526, -17.77126], [12.23481, 11.49865, -18.18412], [13.60550, 12.00752, -18.27251], [11.68562, 11.31580, -19.87343], [11.37543, 9.47449, -17.36690], [13.10394, 9.71117, -16.98755], [12.61902, 9.15206, -18.61322], [11.87464, 12.27732, -20.34684], [10.60573, 11.15036, -19.84170], [12.21357, 10.50211, -20.36268], [17.80442, 14.05571, -15.82751], [16.40703, 12.93494, -15.86098], [15.88178, 12.92901, -17.23318], [17.31364, 11.41643, -15.64160], [18.55302, 13.79597, -16.57348], [18.22058, 13.98174, -14.81977], [17.44008, 15.07063, -15.97580], [18.28449, 11.47029, -16.12889], [16.67285, 10.64405, -16.09878], [17.41797, 11.26712, -14.56497], [14.51769, 15.05936, -21.59320], [15.58008, 13.64127, -21.35003], [15.25144, 13.15624, -20.00127], [14.71499, 12.49807, -22.42917], [14.96998, 15.94343, -21.14605], [13.61681, 14.86915, -21.00651], [14.30130, 15.20281, -22.64943], [15.07518, 11.50670, -22.14032], [14.99576, 12.71964, -23.46150], [13.64701, 12.61464, -22.26688]],
  "nbo_charge": [1.76, -1.07, -0.07, -0.07, -1.05, 0.13, 0.09, 0.10, 0.12, -0.84, 1.30, -1.04, -0.82, 0.25, 0.23, 0.25, 0.22, 0.24, 0.22, -0.85, 1.30, -1.05, -0.83, 0.22, 0.28, 0.24, 0.23, 0.22, 0.26, -0.83, 1.30, -1.05, -0.87, 0.22, 0.23, 0.23, 0.21, 0.34, 0.22, -0.83, 1.27, -1.04, -0.84, 0.24, 0.24, 0.23, 0.31, 0.22, 0.22],
  "total_charge": 0,
  "e_lumo_ev": 0.298
}


{
  "formula": "C6H15NSi",
  "method": "ωB97M-V/def2-TZVPD",
  "elements": ["C", "C", "C", "C", "C", "C", "N", "Si", "H", "H", "H", "H", "H", "H", "H", "H", "H", "H", "H", "H", "H", "H", "H"],
  "positions_angstrom": [[-0.53659, -0.46996, 0.03615], [0.52048, -0.98483, -0.57162], [-2.83576, -1.24176, 0.49334], [-2.21559, 1.14138, -0.31630], [3.20884, 1.56538, 0.16014], [-1.96360, -0.37528, -0.47510], [3.35237, 0.11572, -0.10682], [2.29924, -1.24600, 0.03955], [-0.19798, 0.09752, 0.94646], [0.42016, -1.62100, -1.50116], [-2.62351, -1.23711, 1.58064], [-3.83118, -0.92495, 0.32400], [-2.65819, -2.26121, 0.28213], [-2.54437, 1.49494, 0.58620], [-1.37277, 1.62240, -0.71677], [-2.99241, 1.39166, -0.95121], [3.12176, 1.65886, 1.21808], [4.04427, 2.02528, -0.16435], [2.25297, 2.01745, -0.16997], [-1.91538, -0.88459, -1.37516], [4.31317, -0.12298, -0.23574], [2.52560, -1.90352, 1.25967], [2.70376, -2.28147, -1.05690]],
  "nbo_charge": [-0.14, -0.69, -0.60, -0.60, -0.54, -0.26, -0.67, 0.92, 0.18, 0.21, 0.21, 0.20, 0.21, 0.21, 0.21, 0.21, 0.26, 0.22, 0.25, 0.21, 0.27, -0.13, -0.15],
  "total_charge": 0,
  "spin_multiplicity": 3,
  "e_lumo_ev": [0.877, -3.254]
}


{
  "formula": "C2H9NOS2",
  "method": "ωB97M-V/def2-TZVPD",
  "elements": ["C", "S", "S", "H", "H", "H", "H", "N", "C", "O", "H", "H", "H", "H", "H"],
  "positions_angstrom": [[0.17609, 2.13161, 0.40709], [-0.91569, 1.93322, -1.03352], [-2.69285, 1.38123, -0.11710], [-0.35760, 2.68445, 1.16311], [0.45843, 1.16183, 0.82182], [1.06369, 2.64358, 0.03241], [-3.28927, 2.57017, -0.24152], [3.19290, -2.08176, 0.73619], [2.48390, -3.34018, 0.71417], [1.25439, -3.28200, 0.02731], [3.71138, -1.97554, -0.12631], [2.54934, -1.29620, 0.72130], [2.29288, -3.62228, 1.74970], [3.17361, -4.05009, 0.26311], [0.58720, -3.61059, 0.64086]],
  "nbo_charge": [-0.74, 0.08, -0.14, 0.23, 0.21, 0.23, 0.13, -0.84, 0.09, -0.73, 0.35, 0.36, 0.14, 0.15, 0.47],
  "total_charge": 0,
  "e_lumo_ev": 0.559
}


{
  "formula": "C4H5ClO3",
  "method": "ωB97M-V/def2-TZVPD",
  "elements": ["O", "C", "C", "O", "C", "C", "Cl", "O", "H", "H", "H", "H", "H"],
  "positions_angstrom": [[2.18300, -1.91930, -0.24869], [1.42053, -1.03529, -0.00843], [1.63723, 0.51229, 0.13880], [0.37366, 1.00417, -0.22218], [-0.51252, 0.10032, 0.35644], [-1.79253, 0.18345, -0.45143], [-3.13871, -0.90815, 0.05389], [0.07448, -1.16667, 0.11285], [2.43833, 0.96208, -0.48567], [1.80461, 0.77890, 1.20022], [-0.69678, 0.21372, 1.45534], [-2.07947, 1.24274, -0.35379], [-1.71182, 0.03173, -1.54736]],
  "nbo_charge": [-0.53, 0.77, -0.20, -0.50, 0.34, -0.39, -0.05, -0.50, 0.23, 0.19, 0.17, 0.23, 0.24],
  "total_charge": 0,
  "e_lumo_ev": 0.719
}


Sequential energy relative to the best compared isomer or geometry (same formula, charge and spin) output: 0.00 434.46 0.00 357.51 0.00 253.35 48.66 44.71 kJ/mol